Model i:
C3H3NO2 | the ωB97M-V functional and the def2-TZVPD basis

```
! RIJCOSX wB97M-V def2-TZVPD def2/J DEFGRID3
* xyz 0 1
N -2.02 1.66 0.63
C -1.11 1.04 0.27
C 0.01 0.21 -0.18
O 0.37 0.39 -1.49
C 0.25 -1.09 0.45
O 1.04 0.06 0.75
H 1.10 1.02 -1.52
H 0.75 -1.84 -0.16
H -0.39 -1.44 1.26
*
```

As for the structure (SMILES): N#C[C@]1(O)CO1. For the HOMO energy, the calculation gives -11.57 eV. The calculation puts the gap between HOMO and LUMO at 12.2 eV.

Model ii:
C3H3NO2 | the ωB97M-V functional and the def2-TZVPD basis

```
! RIJCOSX wB97M-V def2-TZVPD def2/J DEFGRID3
* xyz 0 1
C 2.97 0.16 0.68
N 2.09 0.48 -0.04
O 1.17 0.88 -0.64
H 3.50 -0.72 0.85
C -2.38 0.11 -0.27
C -1.24 -0.46 0.03
O -0.32 -1.09 0.28
H -2.77 0.00 -1.29
H -3.03 0.64 0.40
*
```

As for the structure (SMILES): C#[N+][O-].C=C=O. For the HOMO energy, the calculation gives -9.14 eV. The calculation puts the gap between HOMO and LUMO at 10.0 eV.

Model iii:
C3H3NO2 | the ωB97M-V functional and the def2-TZVPD basis

```
! RIJCOSX wB97M-V def2-TZVPD def2/J DEFGRID3
* xyz 0 1
O -0.33 0.24 2.09
C -0.03 0.12 0.79
C -0.98 -0.23 -0.27
C -0.14 -0.03 -1.34
O 1.11 0.27 -1.03
N 1.16 0.41 0.36
H 0.45 0.56 2.57
H -0.84 -1.28 -0.80
H -0.41 -0.08 -2.38
*
```

As for the structure (SMILES): Oc1ccon1. For the HOMO energy, the calculation gives -9.71 eV. The calculation puts the gap between HOMO and LUMO at 10.5 eV.

Model iv:
C3H3NO2 | the ωB97M-V functional and the def2-TZVPD basis

```
! RIJCOSX wB97M-V def2-TZVPD def2/J DEFGRID3
* xyz 0 1
N 2.26 1.35 -0.34
C 1.77 0.33 -0.11
C 0.72 -0.67 -0.11
O 0.68 -1.82 -0.28
C -0.69 0.38 0.23
O -1.83 -0.31 -0.12
H -0.55 0.72 1.24
H -0.60 1.28 -0.53
H -1.76 -1.27 0.02
*
```

As for the structure (SMILES): N#CC(=O)CO. For the HOMO energy, the calculation gives -10.40 eV. The calculation puts the gap between HOMO and LUMO at 9.9 eV.

model i ends up most stable, edging out the next structure by 0.0123 hartree.